No. 1
DFT (the ωB97M-V functional and the def2-TZVPD basis) results for a single C4H14OSi2 molecule at a distorted geometry.

Calculated values
2S+1: 1
LUMO energy in hartree: 0.03220
Structure (SMILES): CO[SiH2][Si](C)(C)C

CARTESIAN COORDINATES (ANGSTROEM)
C -1.365 3.226 -0.300
O -0.890 1.953 -0.051
Si 0.626 1.355 -0.439
Si 0.270 -0.865 -0.026
C -0.342 -1.121 1.910
C 2.037 -1.635 -0.101
C -1.040 -1.883 -0.967
H -2.382 3.145 -0.288
H -1.169 3.685 -1.208
H -0.890 3.853 0.397
H 1.933 1.731 0.178
H 0.722 1.900 -1.716
H -1.036 -0.417 2.119
H -0.723 -2.038 1.997
H 0.636 -0.914 2.546
H 2.710 -1.517 -0.958
H 2.655 -1.385 0.736
H 2.111 -2.738 -0.154
H -0.832 -2.114 -2.115
H -1.091 -2.903 -0.499
H -1.940 -1.318 -1.061

No. 2
DFT (the ωB97M-V functional and the def2-TZVPD basis) results for a gas-phase ion, C5H13N3 (charge -1) at a distorted geometry.

Calculated values
2S+1: 2
LUMO energy (alpha / beta) in hartree: 0.14412 / 0.13581
Net charge: -1

CARTESIAN COORDINATES (ANGSTROEM)
C -1.724 1.326 2.015
C -0.298 1.225 1.639
C 0.025 1.692 0.312
C -0.550 0.747 -0.959
N 0.158 -0.231 -1.662
C 0.428 -1.449 -0.891
N 1.728 -1.964 -1.371
N 0.443 -1.436 0.555
H -2.029 1.497 3.046
H -2.259 2.009 1.353
H -2.276 0.405 1.811
H 0.410 1.399 2.433
H 0.580 -0.531 1.020
H 1.020 1.919 -0.031
H -0.521 2.604 0.052
H -1.537 0.391 -0.564
H -0.878 1.516 -1.660
H -0.333 -2.204 -1.146
H 2.071 -1.297 -2.005
H 2.342 -1.998 -0.564
H -0.513 -1.487 0.917

No. 3
DFT (the ωB97M-V functional and the def2-TZVPD basis) results for 2 unconnected molecules or ions with the total composition C9H18BF3NO3S at a distorted geometry.

Calculated values
2S+1: 1
LUMO energy in hartree: -0.13085
Net charge: +1

CARTESIAN COORDINATES (ANGSTROEM)
C -4.545 -0.164 -1.409
C -3.694 0.102 -0.180
O -2.305 -0.132 -0.502
B -1.375 -0.172 0.448
O -0.397 -1.079 0.448
S -1.474 1.123 1.880
C 0.164 1.890 2.076
C 1.216 0.898 2.658
C 1.687 1.251 4.036
F 2.924 1.802 4.122
C 1.010 1.030 5.188
F -0.171 1.578 5.432
F 1.382 0.252 6.176
H -4.136 -0.982 -1.995
H -4.606 0.727 -2.029
H -5.559 -0.400 -1.093
H -4.024 -0.534 0.641
H -3.855 1.145 0.110
H 0.406 -0.845 0.924
H -2.231 2.123 1.406
H 0.479 2.337 1.137
H 0.008 2.701 2.783
H 2.092 0.964 2.015
H 0.841 -0.124 2.698
C 3.232 -0.194 -3.258
C 1.957 -0.398 -2.479
O 1.509 0.472 -1.738
N 1.313 -1.579 -2.625
C 1.690 -2.712 -3.452
H 3.617 0.795 -3.031
H 3.981 -0.936 -2.978
H 3.047 -0.261 -4.330
H 0.467 -1.650 -2.080
H 0.906 -2.923 -4.179
H 1.832 -3.598 -2.834
H 2.612 -2.507 -3.985

No. 4
DFT (the ωB97M-V functional and the def2-TZVPD basis) results for 7 unconnected molecules or ions with the total composition C14H23F4N2O14 at a distorted geometry.

Calculated values
2S+1: 1
LUMO energy in hartree: -0.12954
Net charge: +1

CARTESIAN COORDINATES (ANGSTROEM)
N 1.667 2.978 -2.780
H 1.389 3.943 -2.888
H 2.540 2.721 -3.218
H 0.875 2.397 -3.015
H 1.941 2.690 -1.852
N 2.452 4.226 1.839
H 2.010 4.459 2.716
H 2.090 3.387 1.409
H 3.461 4.234 1.897
H 2.129 5.014 1.296
C 0.122 0.385 -0.152
C 1.015 1.515 0.383
O 0.852 1.917 1.540
O 2.075 1.903 -0.241
H 0.653 -0.523 -0.439
H -0.505 0.842 -0.918
H -0.469 -0.027 0.666
C -1.966 -0.659 -6.596
C -0.923 -1.715 -6.126
O -0.604 -1.236 -4.873
C -0.958 -0.006 -4.698
O -0.675 0.799 -3.836
O -1.604 0.420 -5.794
F 0.110 -1.607 -6.967
H -2.952 -1.021 -6.304
H -2.054 -0.470 -7.665
H -1.217 -2.764 -6.114
C -2.594 -4.011 -2.142
C -2.362 -2.607 -1.585
O -0.999 -2.601 -1.569
C -0.567 -3.232 -2.608
O 0.565 -3.136 -3.032
O -1.473 -4.091 -3.000
F -2.862 -2.552 -0.318
H -3.451 -4.242 -2.774
H -2.455 -4.793 -1.395
H -2.860 -1.906 -2.255
C -1.484 0.981 3.894
C -1.704 1.215 5.396
O -2.831 0.527 5.592
C -3.530 0.436 4.479
O -4.679 0.009 4.285
O -2.713 0.580 3.464
F -1.676 2.536 5.737
H -0.888 0.069 3.862
H -1.076 1.887 3.445
H -0.884 0.835 6.005
C 2.567 -0.760 2.839
C 2.584 -0.245 4.308
O 3.370 -1.209 4.926
C 3.876 -2.051 4.015
O 4.513 -3.120 4.323
O 3.437 -1.827 2.772
F 1.338 -0.190 4.921
H 2.707 0.016 2.087
H 1.519 -0.993 2.648
H 3.159 0.675 4.408

No. 5
DFT (the ωB97M-V functional and the def2-TZVPD basis) results for 2 unconnected molecules or ions with the total composition C3H10N2S at a distorted geometry.

Calculated values
2S+1: 1
LUMO energy in hartree: 0.03168
Structure (SMILES): [H]/N=C/NC.CS

CARTESIAN COORDINATES (ANGSTROEM)
H -1.648 -0.693 3.099
N -1.756 -0.154 2.232
C -0.553 0.331 1.979
N -0.306 1.306 1.058
C 1.052 1.746 0.846
H 0.355 0.155 2.634
H -1.017 1.359 0.388
H 1.164 2.095 -0.172
H 1.296 2.545 1.594
H 1.765 0.937 1.116
C 0.620 -1.545 -0.832
S 0.280 -0.772 -2.504
H 0.763 -2.690 -1.001
H 1.565 -1.162 -0.357
H -0.275 -1.382 -0.165
H -0.729 -0.057 -2.064

No. 6
DFT (the ωB97M-V functional and the def2-TZVPD basis) results for a gas-phase ion, C5H15N2 (charge +1) at a distorted geometry.

Calculated values
2S+1: 1
LUMO energy in hartree: -0.09888
Net charge: +1
Structure (SMILES): C[C@@H](N)C[NH+](C)C

CARTESIAN COORDINATES (ANGSTROEM)
C -2.320 0.611 1.063
C -0.793 0.605 0.891
N -0.114 -0.120 1.984
C -0.475 -0.291 -0.353
N 0.978 -0.281 -0.596
C 1.475 -1.557 -1.224
C 1.426 0.973 -1.303
H -2.903 1.211 0.365
H -2.639 -0.434 1.090
H -2.562 0.999 2.058
H -0.525 1.646 0.713
H -0.037 0.504 2.781
H -0.757 -0.869 2.207
H -0.784 -1.301 -0.092
H -1.084 0.116 -1.169
H 1.494 -0.188 0.284
H 1.020 -1.750 -2.195
H 2.527 -1.355 -1.432
H 1.294 -2.348 -0.504
H 1.902 0.689 -2.245
H 2.263 1.479 -0.816
H 0.614 1.657 -1.507

No. 7
DFT (the ωB97M-V functional and the def2-TZVPD basis) results for a molecular structure, C24H26AsO3RuS6 at a distorted geometry.

Calculated values
2S+1: 2
LUMO energy (alpha / beta) in hartree: -0.05721 / -0.04333

CARTESIAN COORDINATES (ANGSTROEM)
Ru -0.340 0.941 -0.645
C 0.352 4.228 -2.256
C 0.831 4.617 -0.847
S 0.529 3.436 0.514
C -0.855 4.206 1.374
C -2.132 4.269 0.548
S -2.561 2.604 0.015
C -3.278 2.942 -1.630
C -2.280 3.196 -2.752
S -1.337 4.753 -2.698
H 0.441 3.156 -2.415
H 0.998 4.720 -2.984
H 0.403 5.571 -0.540
H 1.916 4.717 -0.859
H -0.540 5.204 1.678
H -0.985 3.596 2.270
H -2.010 4.904 -0.321
H -2.955 4.642 1.159
H -3.970 3.779 -1.512
H -3.853 2.045 -1.862
H -2.817 3.195 -3.701
H -1.553 2.394 -2.793
S 1.969 1.128 -1.077
C 2.857 -0.342 -0.723
C 4.244 -0.299 -0.898
C 5.016 -1.410 -0.613
C 4.424 -2.576 -0.135
C 3.053 -2.621 0.034
C 2.269 -1.501 -0.254
As 0.356 -1.521 -0.130
C 0.104 -1.110 1.755
C -1.013 -1.581 2.441
C -1.203 -1.236 3.771
C -0.290 -0.407 4.414
C 0.803 0.092 3.719
C 0.993 -0.247 2.385
C 0.019 -3.412 -0.250
C -0.114 -3.959 -1.522
C -0.314 -5.323 -1.663
C -0.393 -6.132 -0.535
C -0.257 -5.576 0.729
C -0.054 -4.208 0.879
H 4.703 0.612 -1.264
H 6.088 -1.370 -0.769
H 5.026 -3.444 0.100
H 2.590 -3.525 0.402
H -1.743 -2.191 1.925
H -2.073 -1.603 4.302
H -0.434 -0.146 5.456
H 1.514 0.743 4.214
H 1.844 0.149 1.846
H -0.081 -3.320 -2.393
H -0.417 -5.753 -2.651
H -0.562 -7.197 -0.643
H -0.310 -6.205 1.609
H 0.062 -3.785 1.866
O -4.004 -0.454 -1.564
S -2.691 -0.853 -1.125
O -2.218 -0.081 0.084
O -2.468 -2.273 -0.933
S -1.301 -0.179 -2.535

No. 8
DFT (the ωB97M-V functional and the def2-TZVPD basis) results for a single C5H7NO molecule at a distorted geometry.

Calculated values
2S+1: 1
LUMO energy in hartree: 0.02551
Structure (SMILES): C=C=C/C(O)=N/C

CARTESIAN COORDINATES (ANGSTROEM)
C 0.941 -0.264 -2.594
C -0.052 -0.513 -1.806
C -0.978 -0.629 -0.899
C -0.624 -0.120 0.443
O -1.493 -0.440 1.440
N 0.456 0.503 0.630
C 0.772 0.937 1.969
H 1.814 -0.901 -2.622
H 0.675 0.344 -3.443
H -1.920 -1.107 -1.146
H -2.179 -1.013 1.076
H 0.544 0.180 2.731
H 0.207 1.845 2.211
H 1.837 1.177 2.011

No. 9
DFT (the ωB97M-V functional and the def2-TZVPD basis) results for a molecular structure, C3H2CoFLiO2 at a distorted geometry.

Calculated values
2S+1: 5
LUMO energy (alpha / beta) in hartree: -0.60950 / -0.66881
Net charge: +3

CARTESIAN COORDINATES (ANGSTROEM)
O 0.332 0.787 -0.623
C -0.595 -0.098 -0.904
O -0.406 -0.775 -1.927
Li 0.357 1.126 -2.752
Co -0.573 2.425 0.488
C 0.617 -0.922 0.956
C -0.698 -0.517 0.886
H 1.130 -0.822 1.915
H 0.809 -1.886 0.475
F -0.974 0.682 1.486

No. 10
DFT (the ωB97M-V functional and the def2-TZVPD basis) results for a single C6H10O molecule.

Calculated values
2S+1: 1
LUMO energy in hartree: 0.03722
Structure (SMILES): C[C@H]1CC=C[C@H]1O

CARTESIAN COORDINATES (ANGSTROEM)
C -1.303 1.083 -0.487
C -0.613 0.192 0.541
C -0.679 -1.297 0.127
C 0.720 -1.610 -0.338
C 1.577 -0.639 -0.039
C 0.909 0.516 0.662
O 1.301 1.778 0.151
H -0.902 0.909 -1.494
H -2.376 0.871 -0.524
H -1.167 2.139 -0.243
H -1.102 0.340 1.509
H -1.432 -1.478 -0.656
H -0.960 -1.941 0.973
H 0.982 -2.539 -0.837
H 2.641 -0.633 -0.252
H 1.205 0.561 1.716
H 1.200 1.747 -0.810

No. 11
DFT (the ωB97M-V functional and the def2-TZVPD basis) results for a molecular structure, C2HO3PS at a distorted geometry.

Calculated values
2S+1: 1
LUMO energy in hartree: 0.22713
Net charge: -2

CARTESIAN COORDINATES (ANGSTROEM)
C 3.312 -0.158 1.135
C 2.395 0.020 0.368
O -1.573 -1.347 -0.715
O -2.263 1.066 -0.697
O -1.462 0.048 1.478
P -1.545 -0.043 -0.001
S 1.164 0.510 -0.894
H -0.029 -0.097 -0.673

No. 12
DFT (the ωB97M-V functional and the def2-TZVPD basis) results for 2 unconnected molecules or ions with the total composition C5H14NO2 at a distorted geometry.

Calculated values
2S+1: 1
LUMO energy in hartree: 0.12611
Net charge: -1

CARTESIAN COORDINATES (ANGSTROEM)
C 2.535 -1.682 0.617
N 1.762 -0.775 -0.216
C 0.338 -0.640 -0.073
C -0.317 0.509 -1.003
C -1.519 1.144 -0.338
O -1.800 2.474 -0.638
C -0.377 -2.030 -0.257
H 3.659 -1.648 0.311
H 2.273 -2.771 0.506
H 2.341 -1.469 1.646
H 1.966 -0.793 -1.183
H 0.199 -0.263 1.034
H 0.358 1.408 -1.144
H -0.444 0.153 -2.037
H -2.398 0.549 -0.567
H -1.197 1.143 0.866
H -1.334 -2.057 0.329
H 0.292 -2.915 0.016
H -0.734 -2.228 -1.292
H -2.015 3.239 0.800
H -1.612 4.691 1.033
O -1.975 3.960 1.590

Values of ΔE to the lowest compared entry with this formula, charge and spin, in order: 302.9; 230.0; 0.0; 303.4; 100.3; 83.1; 170.1; 253.3; 378.3; 16.5; 104.4; 155.1, all in kJ/mol.